Computed, not measured: C3H6ClN as an isolated structure at a distorted geometry, with ωB97M-V/def2-TZVPD.

Geometry as XYZ:
```
11
Properties=species:S:1:pos:R:3:forces:R:3:nbo_charge:R:1
C -0.9171 -0.1482 0.4224 0.2287 2.1290 0.5351 -0.194
C 0.1879 1.0198 0.0809 -2.2221 2.5524 -0.3477 -0.221
C 0.2309 -0.9408 -0.0687 3.6995 -6.0904 -0.7751 -0.227
H -1.2742 -0.2805 1.3945 0.3018 -0.1957 1.6983 0.215
H 0.9784 1.0716 0.9488 -1.7533 0.6669 -1.1557 0.181
H -0.2854 2.0500 -0.4518 1.5510 -2.5022 2.0748 0.217
H 1.5080 0.1651 -1.1702 6.5471 0.2720 -2.0312 0.349
H 0.3022 -2.0518 -0.6109 -1.0115 2.6317 1.4972 0.199
H 1.1648 -0.9898 0.7066 -2.6874 -0.5410 -0.2637 0.163
N 0.6541 0.0878 -0.8921 -5.8066 1.3097 -0.6432 -0.625
Cl -2.5497 0.0169 -0.3595 1.1529 -0.2323 -0.5890 -0.057
```
Positions in Å, forces in eV/Å.

Results
HOMO-LUMO gap (Ha): 0.3677
LUMO energy (eV): 0.853
ΔE to the lowest compared entry with this formula, charge and spin (kcal per mole): 62.7
DFT total energy (hartree): -632.72684
E_HOMO (eV): -9.15